(1)
{
  "formula": "C37H68N3O16P4S",
  "method": "the ωB97M-V functional and the def2-TZVPD basis",
  "charge": 1,
  "gap_ev": 9.0,
  "homo_ev": -11.62,
  "elements": ["C", "C", "C", "C", "C", "C", "C", "C", "C", "C", "C", "C", "C", "N", "C", "C", "C", "P", "O", "O", "O", "O", "C", "C", "C", "C", "C", "C", "O", "C", "C", "P", "O", "C", "P", "N", "O", "N", "P", "S", "H", "H", "H", "H", "H", "H", "H", "H", "H", "H", "H", "H", "H", "H", "H", "H", "H", "H", "H", "H", "H", "H", "H", "H", "H", "H", "H", "H", "H", "H", "H", "H", "H", "H", "H", "H", "H", "H", "H", "H", "H", "H", "H", "H", "H", "H", "H", "H", "H", "H", "C", "C", "C", "O", "C", "O", "O", "H", "H", "H", "H", "H", "H", "C", "C", "C", "O", "C", "O", "O", "H", "H", "H", "H", "H", "H", "C", "C", "C", "O", "C", "O", "O", "H", "H", "H", "H", "H", "H"],
  "coordinates": [[-8.7557, -3.2722, -0.1213], [-7.2461, -2.8384, -0.2439], [-6.8839, -2.4985, -1.7432], [-5.9857, -1.2088, -1.8685], [-4.4527, -1.6064, -1.9880], [-3.5727, -0.9607, -0.8630], [-2.6996, 0.2474, -1.3906], [-2.0817, 0.9414, -0.1186], [-0.9805, 0.0019, 0.5425], [0.3820, 0.7678, 0.7805], [0.9451, 1.1428, -0.6193], [0.7280, 0.4001, -1.8207], [1.3082, 0.8262, -3.0326], [2.1279, 1.8715, -3.2813], [2.3006, 2.5500, -2.1294], [1.7714, 2.2995, -0.8452], [0.1720, 2.0911, 1.6043], [-1.1612, 2.0218, 2.9384], [-2.4711, 2.5674, 2.5143], [-1.3171, 0.5662, 3.6456], [-0.6277, 3.0539, 4.1224], [1.3003, 2.7256, 2.1698], [2.4951, 2.0167, 2.4738], [3.6831, 2.9960, 2.1199], [5.0797, 2.7054, 2.7805], [5.6439, 4.0042, 3.4994], [4.9084, 4.3970, 4.8170], [5.4545, 3.5718, 6.0292], [5.3206, 4.3602, 7.2259], [3.9768, 4.2934, 7.7141], [3.8927, 3.5306, 9.0688], [2.4440, 1.8651, 4.3580], [1.4043, 0.8343, 4.7355], [2.6637, 0.5472, 1.9221], [4.0439, 0.3397, 0.6424], [5.2393, -0.6658, 1.4340], [3.5674, -0.5868, -0.6656], [1.3196, -0.0742, 1.6239], [1.3700, -1.8383, 1.2298], [0.1685, -2.8965, 2.3018], [-8.9621, -4.1338, -0.7968], [-8.9986, -3.5366, 0.9332], [-9.4291, -2.4274, -0.3964], [-7.1033, -1.9296, 0.3850], [-6.6574, -3.6938, 0.1587], [-7.8617, -2.3257, -2.2531], [-6.3906, -3.3957, -2.1820], [-6.1974, -0.5893, -0.9650], [-6.2394, -0.6295, -2.7805], [-4.0573, -1.4219, -3.0073], [-4.4203, -2.7097, -1.8108], [-2.9239, -1.6768, -0.3125], [-4.2642, -0.5067, -0.1091], [-3.3600, 0.9258, -1.9689], [-1.9396, -0.1638, -2.0887], [-2.9351, 1.0556, 0.5841], [-1.6621, 1.9137, -0.4480], [-0.8632, -0.8310, -0.1899], [-1.3475, -0.4968, 1.4638], [0.1110, -0.5084, -1.8316], [1.0689, 0.2240, -3.9262], [2.9660, 3.4364, -2.2221], [2.0108, 3.0060, -0.0364], [-0.2597, 2.8106, 0.8671], [-2.1444, 0.5360, 4.1587], [-1.4237, 3.5267, 4.4233], [3.8656, 3.0953, 1.0318], [3.3327, 4.0051, 2.4539], [5.1496, 1.7938, 3.4070], [5.8136, 2.5389, 1.9518], [5.4614, 4.8313, 2.7672], [6.7449, 3.9135, 3.5959], [5.1839, 5.4592, 5.0254], [3.8054, 4.3869, 4.7035], [6.5232, 3.3199, 5.8597], [4.9105, 2.6200, 6.2279], [3.6680, 5.3519, 7.9039], [3.2487, 3.8641, 6.9900], [2.8738, 3.5567, 9.5118], [4.2669, 2.4985, 8.9013], [4.5649, 3.9886, 9.8316], [2.0013, 3.1067, 4.9092], [3.6721, 1.4304, 4.9068], [3.0252, -0.0333, 2.8157], [5.2817, -1.5550, 0.9311], [6.1259, -0.1738, 1.3230], [3.5985, 0.0069, -1.4381], [0.8478, -0.0853, 2.5640], [2.7002, -2.3008, 1.4685], [1.1043, -2.0597, -0.1460], [-9.2614, 1.0384, 4.0411], [-8.1324, 0.6085, 3.1348], [-6.8159, 1.2774, 3.4234], [-6.1660, 1.2136, 2.1513], [-7.1484, 1.1972, 1.2091], [-6.9647, 1.3280, 0.0411], [-8.3689, 1.0138, 1.7812], [-9.1149, 0.6572, 5.0525], [-9.3379, 2.1268, 4.0854], [-10.2156, 0.6711, 3.6613], [-8.0396, -0.4825, 3.1445], [-6.2349, 0.7562, 4.1830], [-6.9159, 2.3286, 3.7062], [1.0802, -3.0248, -8.0979], [0.7559, -3.2946, -6.6488], [-0.6619, -3.7239, -6.4001], [-0.8631, -3.3029, -5.0442], [-0.0424, -2.2479, -4.8365], [-0.0851, -1.5375, -3.8737], [0.8321, -2.0943, -5.8604], [1.0998, -3.9497, -8.6728], [0.3476, -2.3507, -8.5469], [2.0481, -2.5363, -8.1886], [1.4718, -4.0113, -6.2328], [-0.8018, -4.7987, -6.4989], [-1.3891, -3.2079, -7.0313], [6.7759, -3.7655, -6.8804], [5.3063, -3.8367, -7.2211], [4.7716, -5.2354, -7.3721], [3.6633, -5.0349, -8.2543], [3.9536, -3.9365, -9.0059], [3.3377, -3.5907, -9.9620], [5.0466, -3.2881, -8.5185], [6.9561, -4.1093, -5.8609], [7.3685, -4.3758, -7.5647], [7.1399, -2.7417, -6.9763], [4.7249, -3.2604, -6.4930], [4.4431, -5.6668, -6.4275], [5.4750, -5.9193, -7.8535]],
  "atomic_forces_ev_per_a": [[0.4, 0.4, 0.1], [-0.9, -0.2, -0.3], [-0.3, 0.3, 0.6], [0.4, -0.8, -0.4], [-0.4, -0.7, 1.3], [-0.2, 1.2, -0.6], [-0.4, -1.1, 0.9], [-0.2, -0.7, -0.9], [-0.4, 0.3, -0.2], [-1.0, 0.7, -1.3], [1.5, 0.6, -1.6], [0.2, 0.6, 1.2], [-0.3, -0.9, -1.5], [-1.1, -0.7, 2.8], [1.1, 1.6, 0.1], [-0.6, -1.0, 0.0], [-0.8, -0.5, 0.2], [-2.0, 1.6, 2.1], [0.6, -0.6, -0.4], [0.8, 0.8, -0.8], [0.1, -1.2, -1.1], [0.4, -0.5, -0.8], [1.8, 0.8, 0.3], [0.0, 0.2, 0.3], [1.0, 0.8, -0.5], [-1.3, -0.2, -0.8], [1.5, 0.0, -0.1], [-0.5, 0.5, 0.3], [-0.4, -1.0, -0.6], [-0.5, 1.0, 1.4], [0.7, 0.1, -0.2], [-2.4, -1.5, 1.0], [0.6, 0.3, -1.0], [0.1, -1.1, 0.8], [2.0, 1.4, -1.0], [-1.5, 0.2, -0.8], [-0.3, 0.1, 1.2], [-0.1, 0.4, 0.7], [-0.7, -2.9, 0.3], [0.2, 0.6, -0.1], [0.1, 0.5, 0.6], [0.1, 0.0, -0.7], [0.5, -0.6, 0.0], [0.1, -0.7, -0.3], [0.0, 0.8, -0.2], [0.8, -0.2, 0.1], [-0.4, 0.7, 0.0], [0.4, -0.3, -1.0], [-0.2, -0.3, 0.7], [-0.1, 0.0, 0.6], [0.1, 0.7, -0.4], [-0.4, 0.2, -0.5], [0.5, -0.5, -0.4], [0.4, -0.2, 0.5], [-0.3, 0.4, 0.4], [0.8, 0.5, -0.4], [-0.3, -0.4, 0.6], [0.4, 0.6, 0.6], [0.3, 0.6, -0.4], [0.5, 0.6, -0.2], [0.2, 0.3, 0.7], [-0.5, -0.6, 0.1], [-0.1, -0.4, -0.6], [0.1, -0.4, 0.8], [0.2, 0.0, -0.2], [0.2, 0.0, -0.2], [-0.5, -0.3, 0.6], [0.1, -0.8, -0.1], [-0.2, 0.5, -0.2], [-0.7, -0.1, 0.5], [0.3, -0.6, 0.5], [-0.7, 0.1, 0.3], [-0.2, -0.8, 0.0], [0.6, -0.1, 0.1], [-0.6, 0.4, 0.3], [0.3, 0.4, -0.5], [0.1, -0.7, -0.3], [0.6, 0.2, 0.2], [0.5, -0.2, -0.5], [-0.5, 0.4, 0.3], [-0.4, -0.2, -0.7], [0.8, -0.1, -0.6], [0.1, 0.7, -0.4], [-0.2, 0.3, -0.8], [0.2, 0.0, 0.4], [-0.2, -0.3, 0.0], [-0.2, -0.3, 0.2], [0.1, -0.3, -0.2], [-0.2, 1.1, -0.3], [0.5, 1.0, 0.2], [-0.3, 0.2, -0.2], [-0.6, 0.1, 0.7], [0.3, -0.1, 0.2], [-0.2, 0.0, -0.2], [-0.1, 0.1, -0.3], [0.0, 0.0, 0.2], [0.6, 0.0, -0.2], [0.0, 0.0, -0.1], [0.1, 0.0, 0.0], [0.1, -0.1, 0.1], [0.1, 0.0, 0.0], [0.1, 0.0, -0.2], [-0.2, 0.0, 0.0], [-0.1, 0.4, 0.1], [0.2, -0.1, -1.1], [-0.2, -0.4, 0.0], [0.2, 0.4, 0.2], [-0.1, 0.0, -0.1], [-0.1, -0.4, -0.2], [-0.4, -0.1, 0.7], [0.1, 0.0, 0.1], [0.0, -0.1, 0.1], [0.0, -0.1, 0.0], [-0.1, 0.0, 0.1], [-0.1, 0.0, 0.2], [0.1, 0.0, -0.1], [0.2, 0.2, -0.3], [0.8, 0.0, 0.3], [-0.2, -0.3, 0.3], [0.1, 0.3, -0.1], [0.1, 0.1, -0.6], [0.2, -0.2, 0.2], [-0.5, -0.3, 0.0], [-0.1, 0.0, 0.0], [-0.1, 0.0, 0.0], [-0.1, 0.0, 0.1], [-0.1, -0.1, 0.0], [-0.2, 0.0, -0.1], [0.1, 0.1, 0.0]]
}

(2)
{
  "formula": "C37H68N6O11S4",
  "method": "the ωB97M-V functional and the def2-TZVPD basis",
  "charge": 0,
  "gap_ev": 9.4,
  "homo_ev": -9.39,
  "elements": ["C", "C", "O", "C", "H", "H", "H", "H", "H", "H", "C", "C", "O", "C", "H", "H", "H", "H", "H", "H", "C", "C", "O", "C", "H", "H", "H", "H", "H", "H", "C", "C", "N", "H", "H", "H", "C", "C", "N", "H", "H", "H", "C", "C", "N", "H", "H", "H", "C", "C", "N", "H", "H", "H", "C", "C", "N", "H", "H", "H", "C", "C", "N", "H", "H", "H", "C", "C", "C", "S", "O", "O", "C", "H", "H", "H", "H", "H", "H", "H", "H", "C", "C", "C", "S", "O", "O", "C", "H", "H", "H", "H", "H", "H", "H", "H", "C", "C", "C", "S", "O", "O", "C", "H", "H", "H", "H", "H", "H", "H", "H", "C", "C", "C", "S", "O", "O", "C", "H", "H", "H", "H", "H", "H", "H", "H"],
  "coordinates": [[-3.8515, -5.2823, 4.4293], [-3.6134, -4.4066, 5.6594], [-3.1237, -3.2607, 5.5547], [-4.0800, -4.8721, 7.0203], [-4.8817, -5.6379, 4.4117], [-3.2349, -6.1681, 4.5819], [-3.5785, -4.7810, 3.5007], [-3.9901, -5.9348, 7.2458], [-5.0520, -4.4509, 7.2773], [-3.4499, -4.3372, 7.7309], [-5.4162, 1.4574, 2.5693], [-6.2961, 2.3936, 1.7824], [-7.2435, 3.0290, 2.2788], [-5.7975, 2.6966, 0.3597], [-5.4544, 0.4359, 2.1907], [-5.9598, 1.3166, 3.5035], [-4.4132, 1.8380, 2.7619], [-5.4571, 1.8202, -0.1919], [-4.8375, 3.1974, 0.4856], [-6.4044, 3.2248, -0.3757], [2.5283, 0.9322, 6.0424], [1.1148, 1.4530, 6.2327], [0.6059, 2.1893, 5.4592], [0.3667, 0.7739, 7.3154], [2.5400, -0.0090, 5.4928], [2.9929, 0.8173, 7.0218], [3.0391, 1.7076, 5.4716], [0.1834, 1.5858, 8.0191], [1.0176, 0.0862, 7.8554], [-0.5672, 0.2603, 7.0868], [6.7707, -0.4436, -4.9634], [5.3597, -0.1530, -5.0055], [4.2179, 0.1004, -5.0900], [6.9545, -1.4943, -4.7388], [7.2799, 0.0587, -4.1409], [7.2210, -0.0404, -5.8704], [3.0386, 5.0752, -4.1457], [4.2845, 5.8759, -3.9634], [5.2281, 6.5269, -3.8239], [3.1647, 4.2082, -4.7942], [2.2396, 5.6222, -4.6462], [2.7401, 4.7575, -3.1467], [1.4726, -3.4047, -7.4324], [1.5170, -3.5490, -8.8664], [1.4599, -3.6968, -10.0599], [2.4911, -3.2747, -7.0666], [0.9859, -4.2722, -6.9866], [1.0019, -2.4384, -7.2513], [7.7494, 5.4348, 0.2097], [6.8398, 4.3827, -0.1874], [6.1173, 3.5013, -0.4502], [8.1304, 5.3263, 1.2252], [7.1862, 6.3672, 0.1698], [8.6001, 5.5749, -0.4573], [-3.8865, 7.0571, -3.5263], [-3.2362, 5.7293, -3.4187], [-2.8119, 4.7271, -3.2598], [-3.6270, 7.4646, -4.5033], [-3.5719, 7.6780, -2.6875], [-4.9482, 6.8614, -3.3762], [-1.9039, 1.2904, -7.4779], [-1.1619, 2.4592, -8.0668], [-0.6462, 3.3658, -8.5463], [-1.8342, 0.3564, -8.0355], [-2.9584, 1.4723, -7.6849], [-1.7482, 1.0840, -6.4190], [5.8023, -2.7700, 0.6122], [5.3310, -3.9894, 1.4590], [5.5705, -5.2389, 0.5424], [7.0055, -4.9068, -0.6410], [6.5376, -4.9996, -2.0413], [8.2206, -5.6230, -0.2284], [7.1402, -3.1498, -0.0496], [5.9455, -1.8333, 1.1511], [5.0268, -2.4680, -0.0918], [4.2825, -3.9228, 1.7491], [5.9507, -3.9836, 2.3557], [4.7035, -5.4994, -0.0647], [5.6526, -6.1512, 1.1331], [7.3217, -2.4841, -0.8934], [7.9817, -3.2009, 0.6413], [0.4874, 8.5186, 2.7335], [-0.6701, 9.2518, 3.5914], [-1.7007, 8.1294, 4.0726], [-1.7422, 7.1735, 2.3628], [-2.3600, 8.0149, 1.3889], [-2.1797, 5.7855, 2.5850], [-0.0202, 7.1407, 2.1073], [1.3898, 8.3247, 3.3132], [0.7614, 9.2140, 1.9402], [-1.1091, 9.9832, 2.9128], [-0.3142, 9.8026, 4.4620], [-2.7024, 8.3947, 4.4106], [-1.2546, 7.4986, 4.8414], [0.0236, 6.8415, 1.0601], [0.3022, 6.3180, 2.7455], [0.0977, -0.9681, 0.8710], [0.0279, 0.3495, 0.1689], [0.8205, 0.1764, -1.1439], [0.3467, -1.5095, -1.8570], [1.5889, -2.3116, -2.1550], [-0.7280, -1.2724, -2.7923], [-0.3664, -2.0149, -0.1607], [-0.4988, -1.0355, 1.7808], [1.1119, -1.2574, 1.1464], [0.5699, 1.0405, 0.8144], [-0.9898, 0.6933, -0.0163], [1.8706, 0.2433, -0.8594], [0.6790, 0.8316, -2.0034], [-0.0883, -3.0552, 0.0076], [-1.4457, -1.9406, -0.2938], [-5.8553, -9.2671, -0.7784], [-4.4818, -8.6541, -0.3037], [-4.1775, -7.3663, -1.0339], [-5.8618, -6.6780, -1.5350], [-5.9753, -6.5528, -2.9923], [-6.1246, -5.6118, -0.6473], [-6.9129, -8.0769, -0.9020], [-6.3326, -9.9776, -0.1035], [-5.6976, -9.6076, -1.8018], [-3.8071, -9.4564, -0.6025], [-4.2502, -8.5142, 0.7522], [-3.5953, -7.5285, -1.9410], [-3.6906, -6.5869, -0.4478], [-7.6899, -8.2287, -1.6512], [-7.3303, -7.6985, 0.0311]],
  "atomic_forces_ev_per_a": [[0.3, 0.1, 0.9], [0.3, 2.7, -0.8], [-1.0, -2.8, 0.1], [0.8, 0.5, 0.6], [-0.1, 0.1, 0.0], [0.1, -0.2, -0.2], [-0.1, 0.0, 0.2], [-0.3, 0.0, -0.3], [-0.4, -0.4, -0.5], [0.3, -0.1, 0.0], [-1.5, -0.5, 1.0], [-1.2, 2.4, -0.5], [2.0, -1.9, -1.0], [0.5, -0.7, -0.2], [0.6, 0.1, -0.7], [0.3, 0.4, 0.4], [-0.1, -0.1, -0.3], [-0.2, -0.6, 0.3], [0.0, 0.5, 0.1], [-0.4, 0.3, 0.8], [0.2, 1.3, 0.2], [0.6, -2.9, -0.4], [-0.8, 1.8, -1.1], [0.1, 0.1, 1.7], [-0.2, 0.0, 0.1], [0.2, -0.2, -0.1], [0.3, -0.3, -0.1], [-0.5, 0.0, 0.3], [-0.1, -0.1, -0.1], [0.1, 0.4, -0.4], [0.7, 0.2, 0.5], [-3.4, 0.8, -0.1], [2.9, -0.7, 0.2], [0.0, -0.1, -0.7], [-0.3, 0.4, 0.1], [0.1, -0.6, -0.1], [0.5, 0.2, 0.1], [-0.2, 0.1, -0.5], [-0.7, -0.6, 0.0], [0.5, -0.1, 0.3], [0.2, 0.5, 0.4], [-0.3, -0.1, -0.2], [0.6, 0.6, 0.0], [-0.5, -1.1, -6.6], [0.4, 0.8, 5.9], [0.0, -0.3, 0.2], [-0.1, 0.3, 0.2], [-0.4, -0.3, 0.4], [0.1, 1.0, 0.0], [-1.4, -2.6, -0.5], [1.6, 2.0, 0.5], [-0.2, -0.3, 0.0], [0.0, 0.1, 0.1], [-0.1, -0.4, -0.1], [0.3, -1.1, 0.3], [-2.9, 6.8, -0.6], [2.8, -6.4, 0.8], [-0.3, 0.3, 0.2], [0.2, 0.1, -0.3], [-0.1, 0.3, -0.4], [-0.5, 0.5, -0.9], [-0.4, -1.4, 0.6], [0.0, -0.1, 0.1], [1.0, 0.1, -0.1], [-0.2, 0.5, 0.6], [0.2, 0.4, -0.2], [0.0, -0.2, 0.1], [0.8, 0.3, -1.3], [-0.3, -0.2, 0.3], [-0.4, 0.0, 0.1], [0.7, 0.2, 2.3], [-1.5, 0.8, -0.5], [-0.7, -0.4, -0.7], [0.1, -0.2, 0.6], [0.1, -0.5, -0.5], [0.1, 0.0, -0.1], [0.0, -0.5, 0.0], [0.0, 0.7, -0.4], [0.9, 0.0, 0.0], [0.4, -0.3, 0.0], [-0.1, 0.2, 0.0], [-0.6, 0.0, -0.4], [-0.3, -1.6, 0.0], [1.3, 0.3, -2.6], [-1.2, -2.0, 3.7], [-0.4, 0.5, -0.6], [0.1, 1.7, -0.6], [0.1, 0.9, 1.5], [-0.2, 0.0, 0.1], [0.1, -0.1, 0.0], [-0.4, -0.2, 0.2], [0.4, -0.2, -0.1], [0.1, 0.3, -0.5], [0.1, -0.2, -0.3], [0.8, 0.6, -0.1], [0.2, 0.0, -0.2], [-0.1, -2.0, -0.7], [0.6, 0.8, -0.6], [0.1, -0.6, -0.4], [2.7, 0.2, 2.7], [-3.1, 1.6, 0.3], [0.4, -0.6, -0.1], [-0.2, -0.2, -1.0], [-0.1, 0.1, -0.1], [0.2, 0.4, 0.1], [-0.3, 0.5, -0.3], [0.0, -0.1, 0.2], [0.2, -0.6, -0.4], [-0.4, 0.3, 0.4], [0.1, 0.1, 0.1], [0.0, -0.1, -0.1], [-1.3, 2.7, 0.6], [0.1, -1.3, -0.1], [-1.0, 0.3, -1.1], [0.4, -2.5, -1.4], [0.2, -0.1, 1.8], [-0.3, 2.2, 0.9], [1.9, 0.0, -0.8], [0.6, -0.4, -0.2], [-0.1, -0.5, 0.2], [0.5, 0.3, 0.0], [-0.9, -0.2, 0.2], [-0.2, 0.1, -0.1], [-0.2, -0.1, 0.1], [0.1, -0.1, 0.1], [0.2, -0.2, 0.0]]
}